1.
DFT (ωB97M-V/def2-TZVPD) results for 2 unconnected molecules or ions with the total composition C30H55F3N3O4S at a distorted geometry.

**Total charge**: +1
**Lowest unoccupied orbital energy**: -4.07 eV
**HOMO-LUMO gap**: 7.768 eV
**F_max**: 1.421 eV/Å
**Relative energy (zero: lowest compared OMol25 entry of this formula, charge and spin)**: 0.00 kJ/mol

Positions of all 96 atoms, in Å:
C 1.528399 -5.668939 2.927700
C 0.319531 -5.890227 2.005968
C 0.719459 -5.817219 0.533773
C -0.317762 -6.384777 -0.438457
C -1.754653 -5.845206 -0.226209
C -2.449652 -5.384260 -1.515501
C -2.386261 -3.871807 -1.734147
C -1.047946 -3.382773 -2.311237
C -0.779161 -1.934209 -1.918788
C 0.410614 -1.299841 -2.637829
C 0.299033 0.224382 -2.674649
C 1.602169 0.921428 -3.109017
C 2.258093 1.726958 -1.988324
C 1.362628 2.850739 -1.445490
C 0.654800 2.482536 -0.107924
C 0.987413 3.443490 1.025783
N 0.926926 2.753171 2.329469
N 2.028566 2.021960 2.551356
C 2.111076 1.338397 3.661492
C 3.394402 0.559840 3.828509
C 3.477562 -0.324716 5.053726
O 2.393207 -1.243908 5.093539
C 3.642354 0.460257 6.391219
N 3.069310 -0.151048 7.573060
C 1.077756 1.308662 4.615131
C -0.052707 2.070074 4.356737
O -1.079765 2.123171 5.239052
C -0.092637 2.833075 3.166435
C -1.261730 3.729646 2.881567
C -2.171537 3.262647 1.734334
C -3.567595 3.902352 1.813801
S -3.512712 5.709322 1.975761
H 2.023077 -6.606082 3.163808
H 2.244752 -4.989825 2.467123
H 1.206840 -5.212795 3.863122
H -0.084282 -6.882581 2.208216
H -0.450224 -5.159299 2.240619
H 1.631051 -6.409447 0.429952
H 0.962252 -4.785496 0.269148
H -0.010462 -6.133522 -1.451730
H -0.322860 -7.468343 -0.340803
H -1.759438 -5.043908 0.510063
H -2.345803 -6.654706 0.199257
H -2.060105 -5.931002 -2.374347
H -3.502657 -5.663105 -1.448387
H -3.205381 -3.558201 -2.380180
H -2.544096 -3.394989 -0.763999
H -1.103877 -3.474021 -3.395581
H -0.255923 -4.033070 -1.941593
H -1.670198 -1.351344 -2.161446
H -0.603315 -1.918114 -0.841847
H 1.351001 -1.575189 -2.154647
H 0.451378 -1.670786 -3.662135
H -0.472514 0.456912 -3.407025
H -0.076398 0.591063 -1.719130
H 1.408794 1.594786 -3.942255
H 2.305756 0.155768 -3.431443
H 2.589074 1.055145 -1.194535
H 3.165027 2.183803 -2.387034
H 1.935989 3.759708 -1.283270
H 0.570226 3.030883 -2.167935
H -0.413174 2.352672 -0.258216
H 1.036119 1.508230 0.196963
H 0.399024 4.354076 1.056293
H 2.029117 3.731456 0.922467
H 3.456815 -0.067878 2.938500
H 4.236337 1.247303 3.770708
H 4.401441 -0.898314 4.953058
H 2.716900 -2.120871 4.885303
H 3.198439 1.452055 6.279970
H 4.703638 0.631363 6.549681
H 3.418411 -1.094045 7.674807
H 2.063342 -0.193540 7.510909
H 1.136023 0.711064 5.508063
H -1.800399 1.541639 4.972608
H -0.869660 4.726730 2.692137
H -1.840701 3.808630 3.795880
H -2.259001 2.177936 1.731270
H -1.747863 3.617646 0.797823
H -4.046507 3.745724 0.851590
H -4.179996 3.448798 2.585579
H -3.746635 5.832544 3.286844
C -1.453673 5.494743 -6.634677
C -2.219695 4.532194 -7.514057
O -1.696133 3.191393 -7.395513
C -2.128006 2.483736 -6.368643
O -2.897723 2.825963 -5.520871
C -1.512144 1.072530 -6.422515
F -0.204976 1.119306 -6.699382
F -2.114866 0.341049 -7.362840
F -1.665369 0.455818 -5.249373
H -0.388660 5.455817 -6.864391
H -1.810002 6.511053 -6.795994
H -1.580375 5.247438 -5.580769
H -2.103594 4.789173 -8.563918
H -3.283315 4.531147 -7.282117

Forces on the atoms, in the same order (eV/Å):
C -0.436 0.239 0.019
C 0.480 -0.093 0.006
C -0.152 -0.390 0.076
C -0.185 0.599 0.322
C 0.287 -0.557 -0.397
C -0.496 0.154 0.327
C 0.381 -0.239 -0.044
C -0.578 0.036 0.318
C 0.348 -0.339 -0.489
C -0.102 0.211 0.312
C -0.021 -0.123 -0.636
C -0.205 -0.045 0.645
C 0.296 0.269 -0.387
C -0.563 -0.517 0.671
C 0.356 -0.325 -0.298
C 0.342 0.061 -0.314
N 0.649 -0.394 0.466
N -0.520 0.509 -0.356
C 0.353 -0.355 0.560
C -0.434 -0.068 -0.422
C 0.852 -0.382 0.443
O -0.309 0.361 -0.028
C -0.667 0.182 -0.197
N 0.404 0.157 -0.138
C -1.060 0.849 -0.418
C 1.075 -0.838 -0.040
O 0.124 0.075 0.061
C -0.763 0.276 0.121
C 0.174 -0.181 0.065
C -0.159 0.828 0.211
C 0.371 -0.094 -0.166
S -0.086 0.205 -0.077
H 0.182 -0.046 -0.049
H 0.133 0.015 -0.050
H 0.061 -0.071 0.169
H -0.231 -0.010 0.037
H -0.158 0.015 -0.038
H 0.179 0.122 -0.137
H 0.044 0.109 -0.002
H 0.137 -0.214 -0.122
H 0.020 -0.130 -0.122
H -0.027 0.171 0.007
H -0.077 0.028 0.175
H 0.110 0.014 -0.113
H -0.067 -0.012 -0.021
H -0.032 0.123 -0.076
H -0.113 0.083 0.061
H 0.246 -0.064 -0.120
H 0.223 0.041 -0.105
H -0.124 0.095 0.190
H -0.201 0.269 0.151
H 0.050 -0.180 0.025
H 0.106 -0.031 -0.098
H -0.112 0.080 0.199
H 0.115 0.032 0.149
H 0.065 -0.015 -0.163
H 0.087 0.037 -0.261
H -0.052 0.002 0.172
H 0.102 -0.048 -0.020
H 0.022 0.168 -0.221
H 0.128 0.390 -0.215
H -0.109 0.139 0.122
H -0.018 -0.095 0.084
H -0.207 -0.053 0.030
H 0.081 0.050 0.094
H 0.140 -0.056 -0.059
H 0.077 0.107 0.115
H 0.028 -0.069 -0.132
H -0.029 -0.132 -0.014
H 0.002 0.105 0.079
H 0.132 -0.012 0.011
H -0.104 -0.104 0.165
H -0.077 -0.167 0.013
H 0.015 -0.075 0.039
H -0.120 -0.041 0.006
H -0.139 0.136 -0.101
H -0.010 -0.045 0.148
H -0.004 -0.130 -0.174
H 0.132 -0.352 -0.135
H -0.234 -0.181 0.030
H -0.112 0.076 0.108
H 0.048 -0.136 0.061
C 0.120 -0.162 0.143
C -0.107 0.426 -0.110
O -0.008 -0.105 -0.042
C -0.017 0.164 -0.133
O -0.014 -0.033 0.132
C 0.089 -0.141 0.027
F -0.008 -0.003 0.038
F -0.014 0.015 -0.014
F -0.094 -0.003 -0.121
H -0.015 0.050 -0.068
H -0.014 0.006 -0.025
H -0.074 0.022 -0.009
H 0.077 -0.127 -0.023
H 0.012 -0.117 0.096

2.
DFT (ωB97M-V/def2-TZVPD) results for 2 unconnected molecules or ions with the total composition CH6NO at a distorted geometry.

**Total charge**: +1
**Lowest unoccupied orbital energy**: -3.95 eV
**HOMO-LUMO gap**: 11.247 eV
**F_max**: 3.377 eV/Å
**Relative energy (zero: lowest compared OMol25 entry of this formula, charge and spin)**: 70.32 kJ/mol

Positions of all 9 atoms, in Å:
N 0.066063 1.074205 1.050534
H -0.947888 1.229564 1.060891
H 0.346572 1.919111 0.541105
H 0.414161 1.258830 2.006914
H 0.228218 0.121417 0.693720
O 0.234399 -0.313028 -0.980618
C -0.031114 -1.467598 -1.322214
H 0.443788 -1.837136 -2.316868
H -0.754201 -1.985364 -0.733464

Forces on the atoms, in the same order (eV/Å):
N -1.010 2.087 2.236
H -0.082 -0.470 0.322
H 0.809 -0.912 -0.852
H -0.236 -0.521 -0.294
H 0.492 0.562 -0.871
O -0.073 -1.890 -0.506
C 1.486 2.288 -1.990
H -0.929 0.046 1.718
H -0.456 -1.191 0.238

3.
DFT (ωB97M-V/def2-TZVPD) results for 9 unconnected molecules or ions with the total composition C6H33N2O8 at a distorted geometry.

**Total charge**: +1
**Lowest unoccupied orbital energy**: -2.75 eV
**HOMO-LUMO gap**: 9.298 eV
**F_max**: 4.878 eV/Å
**Relative energy (zero: lowest compared OMol25 entry of this formula, charge and spin)**: 639.12 kJ/mol

Positions of all 49 atoms, in Å:
N 0.565742 -0.801921 0.545900
C 1.025799 0.623383 0.786278
C 0.192681 1.764042 0.199649
N -0.519258 1.432354 -1.012657
C 0.076927 1.998337 -2.351852
C -2.243062 3.209726 -1.135594
C -2.078942 1.789356 -0.932515
C -2.648638 1.364024 0.379551
H 0.874271 -1.357591 -0.311999
H 0.996300 -1.318284 1.382071
H -0.474377 -1.007746 0.557460
H 2.093730 0.594513 0.383624
H 1.106541 0.752451 1.909187
H -0.413170 2.306289 0.977209
H 1.108202 2.552400 0.050227
H -0.651040 1.839888 -3.171281
H 0.190269 3.174145 -2.317111
H 1.165056 1.584299 -2.573396
H -1.737872 3.304784 -2.086307
H -3.181686 3.741962 -1.222696
H -1.992121 3.837668 -0.241436
H -2.484671 1.168411 -1.782920
H -1.980177 1.568973 1.237593
H -3.313179 0.475447 0.460393
H -3.398496 2.194647 0.703172
H 4.513939 0.030282 1.953837
H 3.889095 -1.492686 2.152058
O 3.644318 -0.407065 2.208659
H 0.870577 -3.061045 -1.758263
H -0.316200 -2.795628 -0.840860
O 0.449458 -3.354004 -0.910691
H 1.226577 -3.403296 2.458429
H 2.474874 -2.979564 1.357704
O 1.606767 -2.836099 1.737075
H -2.404340 -2.153896 -0.915579
H -2.119221 -0.924705 -0.201058
O -1.659488 -1.780320 -0.516230
H -2.626794 -1.383701 3.039335
H -2.031862 0.074370 2.560797
O -2.288448 -0.833181 2.264575
H 2.495346 -0.231439 -2.117065
H 3.055383 -0.018806 -3.501998
O 3.231913 0.027203 -2.552041
H -0.004665 1.050486 3.535109
H -0.628019 0.204483 4.574204
O -0.825215 0.712431 3.748108
H -0.078355 -0.165099 -3.256341
H 0.043407 -1.667336 -2.872641
O 0.523033 -0.954080 -3.295362

Forces on the atoms, in the same order (eV/Å):
N -0.527 -0.678 0.909
C 1.216 -0.639 0.114
C 2.759 2.534 -0.219
N -1.081 0.872 -1.690
C 1.358 1.245 1.640
C -0.101 2.616 -0.186
C 1.358 -2.769 -0.264
C -2.589 1.775 1.986
H -0.054 1.361 1.266
H -0.710 -0.062 -1.494
H 1.582 0.688 0.517
H -1.481 0.338 0.611
H 0.079 -0.298 -1.411
H 0.478 -0.843 -0.830
H -2.305 -1.283 -0.136
H 0.504 -0.379 0.371
H -0.030 -2.263 0.123
H -2.490 0.596 0.514
H 0.319 1.723 0.172
H -1.176 -1.181 -0.648
H 1.425 -0.613 -0.772
H 0.179 0.740 0.797
H -0.147 -1.076 -0.535
H 1.082 0.229 -0.050
H 0.740 -1.291 -0.871
H -1.497 -0.881 0.475
H -0.827 4.792 0.385
O 2.374 -3.880 -0.800
H -0.328 -0.806 0.972
H -0.931 0.194 0.164
O 1.678 0.201 -1.503
H 1.596 0.308 -1.292
H -0.053 -1.110 0.573
O -1.267 0.202 1.243
H -1.773 -1.712 -1.167
H 1.260 -1.463 -0.309
O -0.585 3.130 1.083
H 0.811 1.538 -1.464
H -0.371 -1.450 0.430
O -0.702 -0.843 0.838
H -3.808 -1.410 1.645
H -0.147 -0.154 0.416
O 3.964 1.529 -2.086
H 2.696 1.426 -0.779
H -0.566 0.552 -0.930
O -1.772 -1.396 2.143
H 0.767 -1.205 0.067
H -0.449 -0.001 -0.106
O -0.459 1.095 0.086

4.
DFT (ωB97M-V/def2-TZVPD) results for 2 unconnected molecules or ions with the total composition C9H21NP at a distorted geometry.

**Total charge**: +1
**Lowest unoccupied orbital energy**: -3.42 eV
**HOMO-LUMO gap**: 8.099 eV
**F_max**: 5.973 eV/Å
**Relative energy (zero: lowest compared OMol25 entry of this formula, charge and spin)**: 506.95 kJ/mol

Positions of all 32 atoms, in Å:
C 1.296489 0.077028 0.042522
C -2.027770 0.679540 -0.496965
C 2.259605 -0.568351 -0.880010
C -1.803328 0.752852 -2.027573
C -0.904348 -2.948291 0.814633
C 0.550345 1.546170 1.632503
C 2.233600 2.247062 -0.304480
C 0.250609 -0.778905 0.546432
C 0.285189 -2.251526 0.112100
N 1.351471 1.334608 0.446870
P -3.423897 1.057362 0.363708
H 3.153076 -0.558558 -0.335509
H 2.544468 0.063505 -1.841388
H 2.052279 -1.501912 -1.243044
H -1.575755 -0.163765 -2.412931
H -0.993622 1.387168 -2.232854
H -2.576048 1.110213 -2.548615
H -0.723651 -3.164734 1.918475
H -1.195512 -3.726076 0.220740
H -1.866249 -2.373645 0.731098
H 0.581071 2.669998 1.803480
H -0.550487 1.320862 1.610370
H 0.904936 1.076468 2.457055
H 1.855916 2.306521 -1.267194
H 2.323632 3.115222 0.264092
H 3.331086 2.016798 -0.368067
H 0.226318 -0.617953 1.569581
H -0.690065 -0.209878 0.296591
H 0.135344 -2.168629 -1.006512
H 1.242694 -2.838717 0.544700
H -4.716773 1.060612 0.004622
H -3.421459 1.394308 1.729665

Forces on the atoms, in the same order (eV/Å):
C -0.141 -0.188 -0.747
C -1.657 1.719 0.249
C 0.649 4.670 -2.562
C 0.354 -0.074 4.097
C -0.404 2.437 1.235
C -2.246 5.416 -1.137
C 1.579 -0.904 2.017
C 1.047 -0.857 -0.748
C 0.097 -0.003 1.453
N 0.508 -3.528 -1.284
P 2.798 -0.471 -0.906
H 1.734 -0.303 0.849
H -0.731 -0.934 1.937
H -0.802 -2.193 -0.357
H 0.757 -2.745 -0.908
H 1.432 0.912 0.041
H -3.269 1.350 -1.964
H -0.172 -0.006 -1.657
H -0.265 -3.014 -0.847
H 0.964 0.273 0.386
H 0.002 -1.323 0.135
H 1.228 0.127 -0.909
H 1.619 -1.466 2.412
H -0.703 0.765 -1.748
H -0.652 2.007 0.407
H -1.062 -0.941 0.195
H -0.074 -0.498 2.358
H -0.138 -0.341 -0.527
H 0.475 -1.084 1.168
H -1.815 1.517 -1.745
H -1.515 0.203 -0.630
H 0.400 -0.521 -0.264

no.,E (eV)
1,-63643.842
2,-4664.037
3,-26107.856
4,-20439.743